one) {
  "formula": "C3H10NO",
  "method": "ωB97M-V/def2-TZVPD",
  "elements": ["C", "O", "H", "H", "H", "H", "C", "C", "N", "H", "H", "H", "H", "H", "H"],
  "xyz": [[2.374, 0.176, -1.234], [1.334, 0.793, -0.405], [1.860, -0.208, -2.108], [3.078, 0.976, -1.451], [2.910, -0.614, -0.712], [1.821, 1.253, 0.282], [-2.285, 0.422, 0.229], [-0.818, -1.310, 1.147], [-0.991, -0.227, 0.501], [-2.431, 1.247, 0.911], [-3.058, -0.332, 0.318], [-2.185, 0.853, -0.769], [-1.684, -1.614, 1.732], [0.174, -1.697, 1.314], [-0.098, 0.282, 0.248]],
  "homo_lumo_gap_ev": 10.431,
  "total_charge": 1,
  "e_lumo_ev": -4.742,
  "multiplicity": 1
}


two) {
  "formula": "C3H10NO",
  "method": "ωB97M-V/def2-TZVPD",
  "elements": ["C", "N", "H", "H", "H", "H", "H", "H", "O", "C", "C", "H", "H", "H", "H"],
  "xyz": [[-1.403, -2.480, -3.520], [-2.948, -2.173, -3.615], [-0.876, -1.588, -4.046], [-1.147, -2.514, -2.423], [-1.206, -3.441, -4.053], [-3.347, -2.028, -2.681], [-3.441, -3.019, -3.961], [-3.225, -1.508, -4.412], [1.444, 2.293, 2.717], [1.672, 2.446, 3.894], [3.082, 2.891, 4.371], [0.995, 2.054, 4.609], [3.259, 2.741, 5.395], [3.339, 3.953, 4.053], [3.801, 2.374, 3.669]],
  "homo_lumo_gap_ev": 7.200,
  "total_charge": 1,
  "e_lumo_ev": -4.241,
  "multiplicity": 1
}


The structure with the greatest stability is one).


one) {
  "formula": "C3H10NO",
  "method": "ωB97M-V/def2-TZVPD",
  "elements": ["C", "C", "C", "N", "O", "H", "H", "H", "H", "H", "H", "H", "H", "H", "H"],
  "xyz": [[-1.256, -1.383, 0.121], [-1.524, 1.098, 0.239], [2.422, 0.209, -0.257], [-0.862, -0.112, -0.424], [3.669, 0.582, -0.259], [-0.821, -1.484, 1.219], [-2.393, -1.449, 0.276], [-0.750, -2.155, -0.372], [-1.418, 1.204, 1.274], [-1.300, 1.957, -0.380], [-2.682, 0.993, 0.119], [1.835, 0.484, -1.124], [1.782, -0.432, 0.462], [-0.965, -0.012, -1.359], [4.264, 0.500, 0.466]],
  "homo_lumo_gap_ev": 5.351,
  "total_charge": 1,
  "e_lumo_ev": -7.180,
  "multiplicity": 1
}


two) {
  "formula": "C3H10NO",
  "method": "ωB97M-V/def2-TZVPD",
  "elements": ["C", "C", "C", "N", "H", "H", "H", "H", "H", "H", "H", "H", "H", "H", "O"],
  "xyz": [[-0.257, -1.332, -1.537], [-0.719, -0.008, -0.965], [1.283, 0.928, -0.015], [0.184, 0.315, 0.145], [0.781, -1.092, -1.914], [-0.091, -2.082, -0.762], [-0.613, -1.746, -2.452], [-0.762, 0.776, -1.705], [-1.777, -0.026, -0.608], [1.833, 1.045, 0.918], [1.546, 1.355, -0.968], [-0.155, -0.138, 1.032], [0.301, 0.866, 3.271], [-1.235, 0.696, 2.883], [-0.318, 0.443, 2.676]],
  "homo_lumo_gap_ev": 11.625,
  "total_charge": 1,
  "e_lumo_ev": -4.728,
  "multiplicity": 1
}


The structure with the greatest stability is two).


one) {
  "formula": "C5H3CoO6",
  "method": "ωB97M-V/def2-TZVPD",
  "elements": ["O", "C", "Co", "O", "C", "C", "O", "C", "O", "C", "O", "H", "O", "H", "H"],
  "xyz": [[-3.491, 2.230, -2.267], [-2.709, 1.546, -1.774], [0.744, -1.366, 0.371], [-0.797, 0.415, 2.094], [-0.178, -0.268, 1.394], [1.930, -0.336, -0.383], [2.768, 0.292, -0.875], [1.795, -2.568, 1.233], [2.457, -3.338, 1.783], [-0.205, -1.962, -0.983], [-0.822, -2.382, -1.868], [-1.461, 0.500, -1.001], [0.363, 2.111, -0.242], [1.262, 2.483, -0.304], [-0.014, 2.485, 0.574]],
  "homo_lumo_gap_ev": [7.428, 8.018],
  "total_charge": 1,
  "s_squared": 3.774,
  "e_lumo_ev": [-4.190, -7.229],
  "multiplicity": 4
}


two) {
  "formula": "C5H3CoO6",
  "method": "ωB97M-V/def2-TZVPD",
  "elements": ["O", "C", "Co", "O", "C", "C", "O", "C", "O", "C", "O", "H", "O", "H", "H"],
  "xyz": [[-2.006, -3.455, 0.111], [-1.623, -2.469, -0.317], [0.358, 0.170, -0.649], [1.720, -1.189, 1.603], [1.118, -0.653, 0.778], [1.055, 1.831, 0.008], [1.475, 2.882, 0.285], [-0.165, 1.422, -1.827], [-0.975, 2.174, -2.265], [0.915, -0.747, -1.952], [1.224, -1.288, -2.890], [-1.281, -0.643, -0.764], [-0.800, 0.789, 2.310], [-0.071, 1.235, 2.678], [-0.944, -0.058, 2.890]],
  "homo_lumo_gap_ev": [7.953, 8.277],
  "total_charge": 1,
  "s_squared": 3.777,
  "e_lumo_ev": [-4.832, -7.309],
  "multiplicity": 4
}


The structure with the greatest stability is one).


one) {
  "formula": "C2H4O2",
  "method": "ωB97M-V/def2-TZVPD",
  "elements": ["O", "C", "C", "O", "H", "H", "H", "H"],
  "xyz": [[-1.237, 0.198, -0.300], [-0.309, -0.839, -0.100], [1.778, 1.214, 0.077], [0.890, 1.883, 0.330], [-0.956, 0.976, 0.196], [-0.313, -1.224, 0.930], [-0.585, -1.640, -0.785], [0.731, -0.568, -0.348]],
  "homo_lumo_gap_ev": 11.540,
  "e_lumo_ev": 1.061,
  "multiplicity": 1
}


two) {
  "formula": "C2H4O2",
  "method": "ωB97M-V/def2-TZVPD",
  "elements": ["O", "C", "C", "O", "H", "H", "H", "H"],
  "xyz": [[1.643, -0.160, -0.152], [0.412, -0.155, 0.281], [-0.857, 0.180, -0.441], [-0.445, -1.136, 0.003], [1.579, -0.025, -1.058], [0.548, 0.052, 1.473], [-1.502, 0.719, 0.208], [-0.887, 0.363, -1.433]],
  "homo_lumo_gap_ev": 11.108,
  "e_lumo_ev": 0.934,
  "smiles": "O[C@H]1CO1",
  "multiplicity": 1
}


three) {
  "formula": "C2H4O2",
  "method": "ωB97M-V/def2-TZVPD",
  "elements": ["C", "O", "H", "H", "C", "O", "H", "H"],
  "xyz": [[0.709, -3.372, -2.501], [-0.475, -3.635, -2.268], [1.496, -3.830, -1.857], [1.058, -2.710, -3.329], [-0.683, 3.420, 2.480], [-0.790, 2.877, 3.608], [-0.873, 2.761, 1.600], [-0.442, 4.489, 2.267]],
  "homo_lumo_gap_ev": 10.908,
  "e_lumo_ev": 0.540,
  "smiles": "C=O.C=O",
  "multiplicity": 1
}


The structure with the greatest stability is one).


one) {
  "formula": "C2H4O2",
  "method": "ωB97M-V/def2-TZVPD",
  "elements": ["O", "C", "C", "O", "H", "H", "H", "H"],
  "xyz": [[1.949, -0.181, 0.277], [0.948, 0.410, -0.040], [-0.593, 0.135, -0.038], [-0.810, -1.274, -0.040], [0.623, 1.515, 0.344], [-0.996, 0.576, -0.952], [-1.117, 0.511, 0.845], [-0.004, -1.693, -0.396]],
  "homo_lumo_gap_ev": 9.796,
  "e_lumo_ev": 0.084,
  "smiles": "O=CCO",
  "multiplicity": 1
}


two) {
  "formula": "C2H4O2",
  "method": "ωB97M-V/def2-TZVPD",
  "elements": ["C", "O", "H", "H", "C", "O", "H", "H"],
  "xyz": [[1.116, 1.398, -1.261], [0.539, 0.308, -1.037], [1.906, 1.527, -2.038], [0.791, 2.317, -0.717], [-1.118, -1.368, 1.257], [-1.158, -2.169, 2.187], [-0.216, -0.715, 1.183], [-1.859, -1.298, 0.426]],
  "homo_lumo_gap_ev": 10.033,
  "e_lumo_ev": 0.177,
  "smiles": "C=O.C=O",
  "multiplicity": 1
}


three) {
  "formula": "C2H4O2",
  "method": "ωB97M-V/def2-TZVPD",
  "elements": ["C", "O", "C", "O", "H", "H", "H", "H"],
  "xyz": [[-0.984, -0.187, 0.068], [0.298, -0.573, 0.504], [1.494, 0.289, -0.024], [1.576, 1.467, -0.048], [-0.897, 0.660, -0.621], [-1.585, 0.108, 0.926], [-1.490, -1.014, -0.455], [1.588, -0.750, -0.349]],
  "homo_lumo_gap_ev": 11.080,
  "e_lumo_ev": 0.852,
  "smiles": "COC=O",
  "multiplicity": 1
}


The structure with the greatest stability is two).


one) {
  "formula": "C4H6NO2",
  "method": "ωB97M-V/def2-TZVPD",
  "elements": ["C", "C", "C", "C", "N", "O", "O", "H", "H", "H", "H", "H", "H"],
  "xyz": [[-0.787, 3.109, -1.170], [1.098, 0.619, 1.031], [-0.428, -2.126, -0.014], [-0.402, -0.615, -0.335], [0.114, 0.336, 0.344], [-1.276, 4.035, -1.581], [-0.241, 2.168, -0.693], [0.852, 1.307, 1.853], [2.002, 0.186, 0.608], [-0.203, -2.374, 0.948], [-1.377, -2.423, -0.482], [0.314, -2.777, -0.731], [-0.529, -0.464, -1.417]],
  "homo_lumo_gap_ev": 10.949,
  "total_charge": 1,
  "e_lumo_ev": -5.440,
  "multiplicity": 1
}


two) {
  "formula": "C4H6NO2",
  "method": "ωB97M-V/def2-TZVPD",
  "elements": ["C", "C", "C", "C", "N", "O", "O", "H", "H", "H", "H", "H", "H"],
  "xyz": [[-1.484, -0.780, -1.008], [1.877, 1.078, 0.473], [-2.212, -1.825, -1.688], [1.830, 1.577, 1.767], [-0.782, -0.080, -0.411], [2.284, 0.718, -0.520], [-0.195, 0.525, 0.474], [-3.227, -1.888, -1.340], [-1.668, -2.679, -1.454], [-2.079, -1.706, -2.717], [2.769, 2.256, 1.979], [0.984, 2.180, 2.049], [1.904, 0.624, 2.397]],
  "homo_lumo_gap_ev": 10.057,
  "total_charge": 1,
  "e_lumo_ev": -4.195,
  "multiplicity": 1
}


The structure with the greatest stability is one).